1.
This record from the Open Molecules 2025 dataset describes one molecule with the formula C6H5NS in a non-equilibrium geometry. The level of theory is the ωB97M-V functional and the def2-TZVPD basis.

Last columns: bonded neighbours and bond lengths (Å).
Geometry (Å):
1 C 1.3268 -1.0371 -1.7072  C4 1.321, N7 1.161
2 C -0.5503 0.0426 1.2629  C3 1.436, C5 1.297, H9 1.025
3 C 0.1476 -1.0115 1.9435  C2 1.436, S8 1.629, H10 1.155
4 C 1.1221 -1.0953 -0.4032  C1 1.321, S8 1.635
5 C -0.3121 0.3248 0.0199  C2 1.297, C6 1.378
6 C -0.6876 1.3509 -0.8201  C5 1.378, H11 1.104, H12 1.092, H13 1.170
7 N 1.4607 -0.7179 -2.8151  C1 1.161
8 S 1.1131 -1.9270 1.0041  C3 1.629, C4 1.635
9 H -1.3364 0.5046 1.7312  C2 1.025
10 H -0.2322 -1.4198 2.9546  C3 1.155
11 H 0.0610 2.1326 -0.6047  C6 1.104
12 H -0.3263 1.1069 -1.8217  C6 1.092
13 H -1.7867 1.7461 -0.7444  C6 1.170

Computed properties:
Frontier orbital gap (alpha / beta)   7.5 / 7.5 eV
Highest occupied orbital energy (alpha / beta)   -8.1 / -8.1 eV
Charge   0
F_max   0.1343 Eh/bohr
Relative energy (zero: lowest compared OMol25 entry of this formula, charge and spin)   85.2 kcal per mole
Spin multiplicity   1


2.
This record from the Open Molecules 2025 dataset describes one molecule with the formula C6H5NS in a non-equilibrium geometry. The level of theory is the ωB97M-V functional and the def2-TZVPD basis.

Last columns: bonded neighbours and bond lengths (Å).
Geometry (Å):
1 C 1.7103 0.4077 0.2825  C2 1.268, C3 1.275
2 C 2.9159 0.6617 0.5804  C1 1.268, C5 1.302
3 C 0.5119 0.2998 -0.1395  C1 1.275, N7 1.205
4 C -1.8190 0.6481 -0.9844  C6 1.498, N7 1.311, S8 1.662
5 C 4.1401 0.9754 0.8951  C2 1.302, H9 1.078, H10 1.076
6 C -2.8042 -0.4806 -0.9626  C4 1.498, H11 1.085, H12 1.091, H13 1.089
7 N -0.6431 0.3671 -0.4771  C3 1.205, C4 1.311
8 S -2.1809 2.1714 -1.5421  C4 1.662
9 H 4.5250 1.9638 0.7037  C5 1.078
10 H 4.8126 0.2651 1.3445  C5 1.076
11 H -3.5917 -0.3027 -1.6882  C6 1.085
12 H -3.2555 -0.5497 0.0285  C6 1.091
13 H -2.3080 -1.4261 -1.1745  C6 1.089

Computed properties:
Frontier orbital gap   7.5 eV
Highest occupied orbital energy   -8.2 eV
SMILES string   C=C=C=C=NC(C)=S
Charge   0
F_max   0.0396 Eh/bohr
Relative energy (zero: lowest compared OMol25 entry of this formula, charge and spin)   63.8 kcal per mole
Spin multiplicity   1


3.
This record from the Open Molecules 2025 dataset describes one molecule with the formula C6H5NS in a non-equilibrium geometry. The level of theory is the ωB97M-V functional and the def2-TZVPD basis.

Last columns: bonded neighbours and bond lengths (Å).
Geometry (Å):
1 C 1.2192 -2.1914 -1.3882  H7 1.035, H8 1.069, H9 1.141, S13 1.863
2 C 0.0598 0.0429 0.0500  C3 1.348, H10 1.127, S13 1.817
3 C -0.6364 0.7098 0.9924  C2 1.348, C4 1.442, C6 1.409
4 C -0.7058 2.1180 0.6889  C3 1.442, C5 1.266
5 C -0.7936 3.2890 0.2149  C4 1.266, H11 1.087
6 C -1.4374 0.2662 2.0639  C3 1.409, N12 1.141
7 H 0.9235 -2.0084 -2.3632  C1 1.035
8 H 1.2374 -3.2596 -1.3383  C1 1.069
9 H 2.1834 -1.7222 -0.9992  C1 1.141
10 H 0.7656 0.5649 -0.6565  C2 1.127
11 H -0.9743 4.2808 -0.1916  C5 1.087
12 N -1.8740 -0.3176 2.9421  C6 1.141
13 S 0.0326 -1.7725 -0.0151  C1 1.863, C2 1.817

Computed properties:
Frontier orbital gap   8.5 eV
Highest occupied orbital energy   -8.7 eV
SMILES string   C#C/C(C#N)=C/SC
Charge   0
F_max   0.1193 Eh/bohr
Relative energy (zero: lowest compared OMol25 entry of this formula, charge and spin)   59.2 kcal per mole
Spin multiplicity   1